Record 1
Molecular formula: C37H61F2IN2O13P2S3
Method: DFT, wB97M-V/def2-TZVPD

```
! RIJCOSX wB97M-V def2-TZVPD def2/J DEFGRID3
* xyz 0 1
O 0.96564 -0.58915 6.28514
C -0.48279 -2.67720 0.92803
C 1.02113 -0.98239 0.21193
H -4.12021 1.58261 -1.67770
O 1.25327 -5.14087 -5.15610
H -2.17723 -1.19408 -2.97193
H -0.36048 1.59011 -1.38789
H -1.21697 -1.39998 -4.44488
H 1.93104 -4.10252 0.76033
C -4.47930 0.60775 -1.38459
C -5.36542 -1.84624 -0.59201
C -1.54747 -1.82682 0.60234
I -7.85237 2.22544 -1.20984
C -8.09928 -2.68664 -0.77847
C 2.85394 -6.50216 -3.95131
H 4.63586 9.14802 4.81536
C 6.21099 7.75971 4.32352
H 0.19828 -0.76571 2.85484
C 7.67747 3.04610 3.82812
H 2.43973 -0.96853 2.51843
P 0.94718 -3.60804 -4.69758
H 1.61813 -2.48763 -7.07161
H 1.66606 -4.80395 -7.80588
C -8.38582 -2.01232 0.57581
H -0.65236 -5.00879 0.44235
H 3.04198 4.07427 5.29279
H 0.94712 -3.92197 -9.14697
C 0.33690 1.21977 -0.63945
H 6.98679 8.46966 4.60674
C 2.12487 -3.11723 2.67608
C 4.90892 8.11199 5.01902
H 7.65124 2.10296 4.37997
C -5.74211 0.19591 -1.77437
H 0.10643 -2.18073 -2.48423
O 0.02530 -3.29841 -5.96820
C -0.72568 -2.78699 -2.85567
H -9.05627 -3.03011 -1.17686
H -5.06037 1.71591 -4.05668
H -9.30920 -2.38759 1.01893
H -1.22562 -3.22966 -1.99352
C 2.09031 -1.68724 3.26386
H 7.11683 2.89622 2.90521
H 2.03534 -0.62040 0.07466
H 9.69102 3.45820 4.46168
H 3.04837 -3.60100 2.99891
H 0.00070 -2.25615 -7.72406
O 2.31856 2.36508 1.56571
C -6.75673 3.06877 -4.23632
H -1.65636 1.41350 1.44111
C -1.35513 -0.54040 0.08515
O 7.05176 4.02539 4.65541
C 0.80470 -4.20888 -8.10472
C -7.54020 -1.68436 -1.78674
F -8.53062 -0.73204 -1.97859
C 0.68435 -1.23376 3.71256
H -5.28285 2.81040 -2.68010
H 2.18941 -7.36703 -3.93316
H 2.67286 -5.93388 -3.03881
O 6.69194 6.46585 4.70740
H -7.58764 -2.23015 1.28605
C 0.83591 -2.24040 0.74912
S -3.18076 -2.45048 0.87631
N -2.38679 0.39556 -0.22699
N 1.87326 2.55653 0.50730
F -3.71139 1.43057 1.41908
O 6.38134 5.14634 2.59046
H 5.28964 2.02843 5.14299
C 9.11368 3.42488 3.53676
H 9.57505 2.70037 2.86359
H 5.00153 7.97291 6.09586
C 2.58402 -5.65838 -5.17842
H -7.64199 2.47373 -4.47183
S 0.69398 -0.02467 5.00272
C -0.03016 -0.13600 -0.10733
C -2.45434 2.87340 0.07061
H 3.88618 -6.85554 -3.94537
H -2.16273 2.78776 -0.97353
O 4.90470 4.89320 5.10390
C 4.49169 2.54348 5.67756
O 1.81424 1.05802 4.65261
C 2.01920 -3.08344 1.14053
H 4.09458 7.47082 4.67789
O 2.16870 -3.20832 -3.97387
H -7.46298 -3.56398 -0.68502
S -0.85507 -4.30050 1.56655
H -7.38389 -2.22432 -2.72915
H 2.66746 -6.27744 -6.07503
H -8.51098 -0.93448 0.47883
H -6.26367 3.39606 -5.14955
O -0.58118 0.63292 4.94694
H -1.77878 3.55199 0.58766
H 3.67789 1.83637 5.81092
H 4.88670 2.82217 6.65368
H 9.17258 4.41323 3.08126
C -6.20040 -1.07819 -1.38612
C -6.59032 1.13500 -2.60949
H 6.09782 7.80754 3.23701
O -0.22881 -3.87804 -3.64034
P 6.05904 5.15628 4.02928
H -7.10992 3.91519 -3.65239
C 0.65517 -2.97621 -7.23554
H 2.94581 -2.67539 0.73355
O 0.50569 2.15314 0.45194
C 4.01422 3.76128 4.91491
H 1.74361 1.26646 3.70468
H -7.20432 0.56442 -3.30069
H 0.06489 -2.05912 4.05966
H -0.07509 -4.84567 -8.02370
C -5.80317 2.18269 -3.40547
C -4.11992 -1.39407 -0.18287
H 1.30149 1.10961 -1.14203
H -5.65027 -2.82702 -0.23748
H 1.31690 -3.69343 3.12502
H 3.31544 -4.85566 -5.27092
H 2.76316 -1.63550 4.12269
H 3.89916 3.54225 3.84991
H -3.44984 3.32190 0.07983
C -1.71229 -1.93176 -3.63001
C -2.50499 1.50113 0.76372
C -3.64666 -0.16728 -0.58720
H -2.49001 -2.55299 -4.07419
*
```

Results
**SMILES**: CC[C@@H](F)c1cc2c(cc1[C@@H](I)CC)N([C@@H](C)F)c1c(CON=O)cc(CCCCS(=O)(=O)O)c(S)c1S2.CCOP(=O)(OCC)OCC.CCOP(=O)(OCC)OCC
**HOMO level**: -8.14 eV
**Orbital gap**: 7.225 eV
**E_LUMO**: -0.0337 Ha

Atom charges from the Löwdin analysis, given in e for atoms 1 to 2: O -0.26; C -0.56

Record 2
Molecular formula: C37H61FN2O8P2
Method: DFT, wB97M-V/def2-TZVPD

```
! RIJCOSX wB97M-V def2-TZVPD def2/J DEFGRID3
* xyz 0 1
H -7.93785 0.23006 3.74704
H -3.12823 -0.13643 -7.46473
C 4.32367 -0.40588 -2.39289
C 0.00167 2.32969 -0.05218
C 3.50272 -1.01242 -1.15592
H 3.85662 3.15051 4.66930
H 6.78074 -0.71005 -6.93029
C -0.91289 -0.76521 -0.47662
H 8.42751 1.37431 -7.34625
H 2.13259 3.58446 4.48293
C 3.35990 -4.26883 0.20505
C 0.61033 4.86866 7.24360
H 5.40245 0.41689 -6.74031
C -1.31102 -4.57716 0.55813
H 1.00393 -4.84036 3.28883
C 7.16758 0.97173 -5.66229
P -3.22847 -1.79907 0.84386
H 4.02751 -3.83308 -0.60240
H 3.63792 -0.25875 -3.28412
H 3.84977 -5.15637 0.70251
H 3.15679 -3.43482 0.94458
H 7.04910 2.50114 -7.15628
C 0.65625 -3.23329 -0.57451
C -7.67821 0.21926 1.62992
C 3.30388 3.44906 1.89191
H 1.24107 -5.09164 -2.74063
H 0.94379 -3.48809 2.10303
C 2.05333 4.66096 7.62752
C -7.59623 1.04869 0.37415
H 0.47548 4.61424 6.19170
H -5.34808 -1.06378 -0.13699
H 8.45603 2.61868 -6.08285
C 2.92916 2.39057 2.89721
C -4.00998 0.19326 -6.91182
H 5.81281 1.14104 -2.82681
H -3.79381 -3.91256 2.17345
H -4.83628 -1.91747 -2.64647
C -2.62341 0.90783 -4.86198
H -0.37534 1.82781 0.88410
H -1.25355 -5.73556 2.46612
H -2.55593 0.73548 -3.78680
C -4.61633 -1.88592 -0.40606
H 0.17483 -6.01288 1.37925
C 2.43974 4.96167 9.05288
C -0.52316 -5.22037 1.76677
H 2.46276 -1.95463 -2.73102
C -1.51182 0.68670 -0.58755
P 1.75753 -4.77406 -0.65172
C -0.72770 -3.23520 0.01580
C 0.43702 -0.72120 -1.10428
H -4.71506 -1.12402 3.25309
C -3.52800 -2.82669 2.37550
H -4.85095 -0.44724 -7.17976
H -5.68530 -2.48677 2.39658
C 4.98094 0.99338 -2.07314
N 2.56014 -2.01985 -1.71597
H -4.04052 -0.39481 -1.97388
C 7.81530 1.92740 -6.63127
O 7.38508 1.03705 -4.47129
N -0.45055 1.44188 -1.22055
H -7.43482 0.39285 -0.48239
C -0.68086 3.71626 -0.19395
C 0.74976 0.72048 -1.63317
C -1.53892 -1.99945 0.10284
C -3.75564 0.08940 -5.42942
O 2.09723 -5.18090 -2.27485
H -8.84792 1.49135 2.89443
H 4.25369 1.85217 -2.18646
O -7.56957 -0.98798 1.59657
O 1.68485 1.16376 -2.23353
C -1.10651 4.84065 -0.16399
H -5.21954 -2.83809 -0.37834
H -5.04944 -2.79265 4.05109
H 3.50451 4.76821 9.18682
H -1.68032 0.60953 -5.32442
H -6.75953 1.74693 0.44334
H 2.24329 6.01173 9.27799
C -7.90023 0.95040 2.92899
H -3.10518 -1.94466 -2.11299
O 2.67979 1.25297 2.54943
C 0.29556 -4.21043 2.66310
H -7.07708 1.64430 3.11056
H 3.30163 3.01216 0.89176
H -0.32880 -3.64104 3.41128
C -4.11957 -1.51516 -1.88712
O 2.87037 4.26772 6.82184
C 6.23828 -0.06882 -6.23283
H 4.30458 3.82901 2.10555
H 5.84563 -0.68540 -5.42320
F -1.20284 -5.52158 -0.53714
C -4.83279 -2.22643 3.09472
O -4.43391 -0.62358 -4.72118
H 2.57640 4.26304 1.92144
H -4.25620 1.22361 -7.17588
C 1.23565 -1.97057 -1.12956
H -0.03151 4.22218 7.84511
H -2.63711 -2.72181 3.05034
H 5.11604 -1.16545 -2.64903
C 2.87625 2.79979 4.34527
H -8.53065 1.59385 0.22673
H 0.33334 5.91450 7.38921
H -1.54126 5.85496 -0.26263
H -2.40860 -4.54414 0.79053
H 1.87840 4.31924 9.73407
H 4.26363 -1.58784 -0.54633
H 3.02194 -0.19580 -0.55770
H -2.80815 1.96972 -5.03524
H 2.59412 1.93974 4.95347
O -2.59896 1.04066 -0.23363
H 5.43564 1.00653 -1.04326
H 1.11809 2.37611 -0.12336
*
```

Results
**SMILES**: C#CCN1C(=O)c2c(NCCC)c(P(C)O)c([C@@H](F)CC)c(P(CC)CC)c2C1=O.CC(C)=O.CC(C)=O.CC(C)=O.CC(C)=O.CC(C)=O
**HOMO level**: -7.11 eV
**Orbital gap**: 6.477 eV
**E_LUMO**: -0.0234 Ha

Atom charges from the Löwdin analysis, given in e for atoms 1 to 2: H 0.08; H 0.08

Which E belongs to each record? In order, -4908.84443; -2940.21284 hartree.